Here is a cluster of 8 separate species, C46H109N5O11 in total at a distorted geometry from the Open Molecules 2025 dataset. Energies are from ωB97M-V/def2-TZVPD.

```
171
Properties=species:S:1:pos:R:3
C 17.254 17.842 22.318
C 16.026 18.788 22.348
N 14.941 18.362 21.302
C 14.289 17.021 21.737
C 13.824 19.405 21.498
C 12.728 19.381 20.363
C 15.578 18.164 19.929
C 16.541 19.300 19.374
O 15.876 20.549 19.626
C 16.489 21.670 18.951
H 17.878 18.222 23.127
H 17.916 17.907 21.454
H 17.034 16.799 22.541
H 16.337 19.809 22.126
H 15.586 18.806 23.345
H 15.039 16.258 21.529
H 13.337 16.877 21.226
H 14.164 17.097 22.817
H 14.290 20.391 21.495
H 13.372 19.240 22.476
H 12.963 20.012 19.506
H 11.782 19.792 20.718
H 12.501 18.355 20.074
H 14.767 18.025 19.214
H 16.028 17.172 19.970
H 16.606 19.311 18.286
H 17.581 19.277 19.698
H 15.986 22.580 19.279
H 16.249 21.561 17.893
H 17.559 21.746 19.141
C 13.296 18.741 12.111
C 11.922 18.042 12.380
N 10.663 19.028 12.135
C 10.966 20.503 12.652
C 10.448 19.118 10.630
C 9.277 20.022 10.232
C 9.407 18.563 12.963
C 8.946 17.165 12.550
O 7.991 17.294 11.467
C 7.453 16.132 10.905
H 13.456 19.033 11.073
H 14.106 18.053 12.354
H 13.487 19.626 12.718
H 11.897 17.758 13.432
H 11.796 17.070 11.902
H 11.870 20.959 12.249
H 11.076 20.382 13.730
H 10.096 21.099 12.378
H 10.527 18.087 10.286
H 11.382 19.530 10.248
H 9.639 20.942 9.774
H 8.553 20.246 11.015
H 8.807 19.395 9.475
H 8.672 19.365 12.896
H 9.778 18.532 13.988
H 8.463 16.796 13.456
H 9.799 16.527 12.319
H 6.665 16.513 10.255
H 7.030 15.417 11.611
H 8.269 15.727 10.306
C 12.451 37.626 17.259
C 12.489 36.799 15.942
N 13.757 37.149 15.062
C 13.700 36.350 13.750
C 13.615 38.627 14.528
C 14.506 39.035 13.265
C 15.188 36.878 15.550
C 15.534 35.406 15.964
O 15.765 34.563 14.808
C 15.954 33.241 15.183
H 12.086 38.591 16.908
H 13.344 37.688 17.881
H 11.651 37.173 17.846
H 11.636 37.047 15.310
H 12.524 35.734 16.172
H 13.373 35.316 13.866
H 14.633 36.342 13.185
H 12.899 36.811 13.173
H 13.891 39.215 15.404
H 12.578 38.924 14.369
H 14.206 38.513 12.357
H 15.556 38.862 13.501
H 14.337 40.092 13.056
H 15.103 37.449 16.474
H 15.966 37.318 14.926
H 14.722 35.062 16.604
H 16.419 35.486 16.597
H 16.343 32.659 14.348
H 15.114 32.607 15.467
H 16.668 33.151 16.002
C 22.662 21.051 11.212
C 23.217 20.830 9.774
N 23.260 19.415 9.143
C 21.876 18.757 9.410
C 23.421 19.656 7.625
C 24.707 20.487 7.351
C 24.429 18.628 9.809
C 24.802 17.336 9.084
O 23.712 16.384 9.115
C 23.706 15.627 7.899
H 23.050 20.243 11.832
H 21.580 20.916 11.234
H 22.945 21.990 11.686
H 24.211 21.246 9.936
H 22.651 21.443 9.072
H 21.815 18.693 10.496
H 21.909 17.763 8.963
H 20.994 19.278 9.036
H 22.519 20.097 7.199
H 23.577 18.659 7.213
H 24.551 21.560 7.464
H 25.130 20.274 6.369
H 25.557 20.234 7.984
H 24.161 18.460 10.852
H 25.346 19.212 9.884
H 25.693 16.790 9.394
H 25.221 17.622 8.119
H 24.660 15.099 7.911
H 23.568 16.220 6.995
H 22.765 15.076 7.915
C 20.565 36.394 8.927
C 20.754 35.721 10.373
N 22.181 35.105 10.618
C 23.103 36.309 10.783
C 22.155 34.264 11.958
C 23.552 33.875 12.537
C 22.817 34.341 9.434
C 21.905 33.164 9.009
O 22.178 32.246 9.980
C 21.354 31.065 9.822
H 20.497 35.710 8.081
H 21.419 37.014 8.654
H 19.648 36.973 8.822
H 20.042 34.907 10.512
H 20.635 36.394 11.222
H 22.566 36.871 11.548
H 23.166 37.021 9.960
H 24.120 36.132 11.132
H 21.457 33.428 11.969
H 21.695 34.939 12.680
H 23.354 33.379 13.487
H 24.104 34.771 12.820
H 24.064 33.166 11.887
H 23.835 34.054 9.698
H 22.933 35.111 8.671
H 22.364 32.924 8.050
H 20.853 33.438 9.094
H 20.330 31.119 9.452
H 21.311 30.557 10.785
H 21.888 30.434 9.111
C 14.713 32.107 8.820
C 14.433 33.252 7.880
O 13.318 33.755 7.982
O 15.326 33.530 7.013
H 15.576 32.494 9.361
H 14.756 31.137 8.325
H 13.876 31.976 9.506
C 9.765 25.924 16.446
C 8.467 25.245 16.759
O 7.471 25.995 16.948
O 8.417 24.009 16.902
H 10.538 25.164 16.565
H 10.035 26.706 17.155
H 9.727 26.435 15.484
C 15.663 26.066 11.737
C 15.717 25.063 10.572
O 14.626 24.925 9.963
O 16.800 24.570 10.236
H 14.719 25.973 12.273
H 15.806 27.112 11.464
H 16.519 25.807 12.359
```

For the energy above the lowest of the compared OMol25 structures with the same formula, charge and spin, the calculation gives 294.8 kcal per mole. As for the net charge: +2. The value obtained for the LUMO energy is -3.1266 eV. The value obtained for the energy is -2918.3496 hartree. As for the HOMO energy: -0.24719 Eh. For the HOMO-LUMO gap, the calculation gives 3.6 eV.